{
  "formula": "C37H80N4O5",
  "method": "ωB97M-V with the def2-TZVPD basis set",
  "e_homo_ev": -8.12,
  "e_above_lowest_kj_mol": 36.3,
  "e_lumo_ev": 0.58,
  "total_charge": 0,
  "gap_ev": 8.7,
  "smiles": "CC1(C)CCCC(C)(C)N1O.CC1(C)CCCC(C)(C)N1O.CC1(C)CCCC(C)(C)N1O.CC1(C)CCCC(C)(C)N1O.CO",
  "species": ["C", "C", "C", "C", "C", "C", "C", "C", "C", "N", "O", "H", "H", "H", "H", "H", "H", "H", "H", "H", "H", "H", "H", "H", "H", "H", "H", "H", "H", "H", "C", "C", "C", "C", "C", "C", "C", "C", "C", "N", "O", "H", "H", "H", "H", "H", "H", "H", "H", "H", "H", "H", "H", "H", "H", "H", "H", "H", "H", "H", "C", "C", "C", "C", "C", "C", "C", "C", "C", "N", "O", "H", "H", "H", "H", "H", "H", "H", "H", "H", "H", "H", "H", "H", "H", "H", "H", "H", "H", "H", "C", "C", "C", "C", "C", "C", "C", "C", "C", "N", "O", "H", "H", "H", "H", "H", "H", "H", "H", "H", "H", "H", "H", "H", "H", "H", "H", "H", "H", "H", "C", "O", "H", "H", "H", "H"],
  "coordinates": [[20.77683, -11.13151, -31.52721], [21.24278, -10.93067, -33.00199], [20.01320, -10.26898, -33.66617], [22.41314, -9.95866, -33.22622], [23.71407, -10.58641, -32.76751], [23.98860, -11.88746, -33.52011], [22.81565, -12.90525, -33.40100], [23.02671, -13.95446, -34.51262], [22.90582, -13.64255, -32.04071], [21.56869, -12.19346, -33.64528], [20.47510, -13.08232, -33.80962], [21.57444, -11.70354, -31.03652], [20.74067, -10.16041, -31.04051], [19.93607, -11.81472, -31.43506], [19.87980, -9.26817, -33.25468], [20.16123, -10.16125, -34.74220], [19.13862, -10.86905, -33.42493], [22.44276, -9.58631, -34.24878], [22.21927, -9.08298, -32.59798], [24.52806, -9.85526, -32.77804], [23.76904, -10.94318, -31.73124], [24.94304, -12.38015, -33.30145], [24.17270, -11.77684, -34.59794], [24.04418, -14.26619, -34.75351], [22.58774, -13.63088, -35.45766], [22.49044, -14.86090, -34.22058], [23.37564, -13.06474, -31.24518], [23.43894, -14.57986, -32.21620], [21.94295, -14.00582, -31.66597], [20.34111, -13.42268, -32.90554], [22.49496, -5.74604, -34.43726], [23.76642, -5.95647, -35.27332], [24.83030, -6.46146, -34.32193], [23.41024, -7.02553, -36.30729], [24.40492, -7.14643, -37.45440], [24.49026, -5.78630, -38.12254], [24.92217, -4.64048, -37.14912], [26.41875, -4.86432, -36.79090], [24.61871, -3.35214, -37.91721], [24.05540, -4.69022, -35.96568], [24.34300, -3.63124, -35.03757], [21.67066, -5.40428, -35.07105], [22.13347, -6.69598, -34.04148], [22.67326, -4.96838, -33.69638], [25.08588, -5.77129, -33.51726], [24.57217, -7.43252, -33.89218], [25.77168, -6.67737, -34.84032], [23.36701, -7.99293, -35.79912], [22.42939, -6.84596, -36.75406], [25.38210, -7.48024, -37.09289], [24.06056, -7.89067, -38.17511], [23.48566, -5.57616, -38.49818], [25.23574, -5.78383, -38.91944], [26.89312, -4.01789, -37.30154], [26.79643, -5.75491, -37.28424], [26.62379, -4.76682, -35.73136], [23.57004, -3.06914, -37.86426], [25.08317, -3.30221, -38.90014], [25.13864, -2.55320, -37.36724], [23.65394, -3.02199, -35.32434], [25.86714, -15.24881, -29.09168], [27.17679, -14.49167, -29.29012], [27.45587, -13.59783, -28.05051], [28.32834, -15.53351, -29.31288], [29.67315, -14.88368, -29.69981], [29.52432, -14.34817, -31.10921], [28.33878, -13.36416, -31.31730], [28.79100, -11.98551, -30.80745], [27.95482, -13.25852, -32.79668], [27.17961, -13.83356, -30.58766], [26.10179, -12.92914, -30.68704], [25.55152, -15.85453, -29.94036], [25.88793, -15.77943, -28.14177], [25.07230, -14.49830, -29.01224], [28.47844, -13.29713, -27.86310], [26.84446, -12.68717, -28.13004], [26.95668, -14.00039, -27.16435], [28.41252, -15.90008, -28.28722], [27.98816, -16.33176, -29.97586], [29.94295, -14.19906, -28.90187], [30.46895, -15.62903, -29.76742], [29.54862, -15.12811, -31.86832], [30.33383, -13.63689, -31.30909], [29.35990, -11.49083, -31.60269], [29.36756, -12.01726, -29.87872], [28.07752, -11.19544, -30.55324], [27.31602, -12.40181, -32.99880], [27.44163, -14.15986, -33.14437], [28.85930, -13.24248, -33.41078], [25.48347, -13.27524, -31.33963], [35.47428, -11.50488, -37.17645], [33.96885, -11.14633, -37.49906], [33.85818, -10.32767, -38.78917], [33.14500, -12.45214, -37.62393], [32.86199, -12.99927, -36.24143], [32.22197, -11.98639, -35.25722], [33.07895, -10.70493, -35.08092], [32.11206, -9.71885, -34.41803], [34.19567, -11.07652, -34.09701], [33.45013, -10.25588, -36.42948], [34.10625, -9.00486, -36.36163], [35.79676, -10.94898, -36.29707], [35.60916, -12.57027, -37.00349], [36.09604, -11.17740, -38.00970], [34.68500, -9.61909, -38.85234], [33.93049, -10.97227, -39.66708], [32.92650, -9.76648, -38.81696], [32.20355, -12.20884, -38.11636], [33.74422, -13.17298, -38.17722], [32.12295, -13.80703, -36.27148], [33.72199, -13.46830, -35.75801], [32.15094, -12.55263, -34.32715], [31.21294, -11.71086, -35.56639], [31.20808, -9.52687, -34.99724], [32.55582, -8.72661, -34.29453], [31.79967, -10.07672, -33.43753], [34.96907, -10.30869, -34.26969], [34.68479, -11.98632, -34.44687], [34.00344, -11.01665, -33.03177], [34.99390, -9.23828, -36.03480], [27.70510, -9.09352, -33.78849], [29.00921, -8.78353, -33.26386], [27.01720, -8.31349, -33.45175], [27.78689, -9.07811, -34.87673], [27.28967, -10.02510, -33.40939], [29.01447, -7.82424, -33.22642]],
  "forces_ev_per_a": [[2.52, -0.56, -0.21], [-1.67, 0.37, -0.09], [0.40, -0.43, -0.20], [-0.11, -0.39, 1.86], [1.14, -0.75, 0.01], [0.07, -0.14, -1.35], [1.20, 0.10, 0.10], [-1.04, -0.47, -0.26], [-0.24, -0.52, -0.19], [0.27, 0.20, -1.66], [0.47, 0.36, 1.12], [0.03, 0.35, 0.29], [-0.71, -0.14, 0.23], [-0.58, 0.66, -0.12], [0.00, -0.01, 0.14], [-0.17, -0.19, -0.02], [-0.18, 0.13, -0.38], [0.08, -0.39, -0.19], [-0.07, 0.05, -0.04], [0.14, -0.17, -0.51], [-0.83, 0.59, 0.27], [-0.20, -0.02, 0.88], [-0.56, 0.66, -0.06], [0.26, 0.37, 0.58], [-0.06, 0.21, 0.12], [-0.02, -0.05, -0.20], [-0.02, 0.00, 0.01], [0.42, 0.17, 0.26], [-0.12, 0.28, -0.05], [-0.35, -0.22, -0.33], [-0.35, 0.39, -0.57], [-0.95, 0.22, 0.28], [1.44, -0.49, -0.16], [0.48, -0.62, -0.45], [0.13, 0.26, 0.15], [0.11, 0.05, 0.76], [-0.49, -1.67, -0.11], [-0.41, 1.66, -1.35], [1.35, 1.14, 1.56], [-0.87, -0.34, -0.51], [0.00, -0.49, -0.62], [0.18, 0.16, -0.14], [0.32, 0.06, 0.48], [-0.12, -0.33, 0.34], [-0.28, 0.12, -0.03], [-0.40, 0.16, 0.15], [-0.05, 0.16, -0.11], [-0.20, 0.10, 0.16], [-0.07, 0.20, 0.21], [0.00, 0.02, 0.01], [0.01, -0.05, 0.04], [0.15, 0.25, -0.30], [-0.25, 0.05, -0.24], [0.59, -0.19, 0.28], [0.16, -0.24, 0.50], [0.04, -0.26, 0.03], [-0.15, -0.40, -0.51], [-0.41, -0.37, -0.22], [-0.13, 0.11, -0.07], [0.15, 0.30, 0.45], [-0.68, 1.28, 0.08], [1.72, -0.50, 0.50], [-2.08, 0.99, -0.18], [-0.04, 0.49, 0.29], [-0.96, -1.45, -0.62], [0.14, 2.14, -0.16], [-0.44, 0.41, 0.93], [0.49, 1.19, -0.04], [0.37, -0.66, -0.19], [-1.19, -1.39, -0.36], [0.04, 0.79, 0.29], [0.50, -0.34, 0.04], [0.02, -0.33, -0.18], [-0.03, -0.05, 0.20], [0.11, -0.21, -0.01], [0.37, 0.20, -0.42], [0.67, -0.56, 0.11], [-0.14, -0.34, -0.09], [0.50, -0.15, -0.08], [0.17, 0.47, -0.38], [-0.04, -0.11, 0.37], [-0.19, -0.18, 0.14], [0.49, -0.62, -0.26], [0.47, -0.17, 0.23], [0.38, -0.41, -0.24], [-0.86, -0.68, -0.33], [0.15, 0.12, -0.02], [-0.18, -0.03, 0.31], [0.02, 0.51, 0.03], [0.19, -0.34, -0.03], [-0.72, 0.44, -0.63], [1.03, 0.29, 0.55], [0.53, -0.08, -0.08], [0.21, 1.04, 1.13], [-1.21, -0.33, 0.79], [0.89, -0.43, -0.92], [-1.92, -1.42, 0.69], [0.32, 1.05, -0.16], [1.71, 1.36, -1.61], [-1.52, -0.05, 0.46], [0.51, -0.87, -0.13], [0.20, -0.20, 0.04], [0.11, 0.00, 0.08], [0.19, -0.24, 0.04], [-0.13, 0.11, 0.00], [-0.05, -0.10, 0.03], [-0.08, -0.12, 0.02], [0.00, -0.19, -0.21], [-0.20, 0.09, -0.40], [0.14, -0.16, -0.39], [0.29, 0.23, -0.20], [-0.13, 0.45, 0.31], [0.01, -0.07, -0.20], [0.07, -0.34, -0.19], [0.20, -0.12, 0.17], [0.06, -0.11, 0.00], [0.12, -0.06, 0.39], [-0.14, -0.27, 0.57], [-0.52, -0.40, -0.05], [0.01, 0.49, -0.07], [0.28, 0.88, 0.12], [-0.56, -0.37, 0.14], [-0.19, -0.04, -0.26], [-0.42, -0.27, -0.05], [0.51, -0.23, -0.03], [0.36, 0.00, 0.11]]
}

{
  "formula": "C2H7N3",
  "method": "ωB97M-V with the def2-TZVPD basis set",
  "e_homo_ev": -8.48,
  "e_above_lowest_kj_mol": 886.8,
  "e_lumo_ev": -0.06,
  "total_charge": 0,
  "gap_ev": 8.4,
  "species": ["C", "C", "H", "H", "H", "H", "H", "H", "H", "N", "N", "N"],
  "coordinates": [[1.77343, 0.03412, 0.01762], [-0.66820, 0.21856, -0.03025], [1.53031, 1.67923, -0.09679], [2.54382, -0.72998, -1.24270], [2.49680, -0.44121, 1.46847], [0.32132, -1.45761, -0.28727], [-2.75094, -0.11011, -0.33575], [-1.89753, -1.61833, 0.83541], [-1.44545, 1.95468, 0.15175], [0.43933, -0.48372, -0.28105], [-1.82566, -0.56365, -0.09648], [-0.51721, 1.51802, -0.10298]],
  "forces_ev_per_a": [[1.41, 0.27, -1.39], [-0.53, 2.43, -1.33], [0.63, -4.85, 0.31], [-1.48, 2.35, 3.62], [-1.94, 1.15, -3.70], [0.09, -1.34, -0.15], [1.70, -0.72, 1.02], [0.17, 4.56, -3.76], [1.35, -0.34, -0.43], [3.03, 0.17, 1.57], [-1.46, -3.18, 3.04], [-2.98, -0.50, 1.20]]
}

{
  "formula": "C4H11N2O",
  "method": "ωB97M-V with the def2-TZVPD basis set",
  "e_homo_ev": -14.40,
  "e_above_lowest_kj_mol": 291.7,
  "e_lumo_ev": -3.22,
  "total_charge": 1,
  "gap_ev": 11.2,
  "smiles": "C[N@H+]1CN[C@@]1(C)O",
  "species": ["C", "N", "C", "N", "C", "C", "O", "H", "H", "H", "H", "H", "H", "H", "H", "H", "H", "H"],
  "coordinates": [[-1.70119, 1.14988, 0.17713], [-0.75129, 0.02169, 0.36637], [-0.87844, -1.03453, -0.63927], [0.52530, -1.07545, -0.90502], [0.74758, 0.13491, -0.11322], [1.88220, -0.08374, 0.92135], [0.82737, 1.18275, -0.92183], [-1.77424, 1.47209, -0.94055], [-2.64582, 0.72209, 0.53951], [-1.34085, 1.96000, 0.82805], [-0.84645, -0.42748, 1.25886], [-1.60430, -0.77138, -1.47784], [-1.32944, -2.05491, -0.15848], [0.93596, -1.90492, -0.69938], [2.09614, 0.84222, 1.48449], [2.66346, -0.33714, 0.30532], [1.62336, -0.86894, 1.56136], [1.57065, 1.07288, -1.58685]],
  "forces_ev_per_a": [[-0.04, 0.50, -0.58], [0.27, 1.12, -1.19], [-2.83, -3.91, -0.53], [-1.74, 2.61, -1.31], [1.13, -2.60, 0.90], [-2.76, 2.92, 0.00], [1.06, 1.87, -1.28], [0.34, -0.71, 2.22], [0.00, 0.61, -0.25], [-0.47, -0.08, -0.42], [0.18, 0.32, 0.85], [1.21, -0.03, 0.95], [1.05, 2.38, -1.09], [1.82, -2.67, 0.99], [-0.01, -0.49, -0.28], [2.26, -0.65, -1.14], [-0.20, -1.24, 1.05], [-1.28, 0.06, 1.09]]
}

{
  "formula": "CH10NO3",
  "method": "ωB97M-V with the def2-TZVPD basis set",
  "e_homo_ev": -15.61,
  "e_above_lowest_kj_mol": 12.5,
  "e_lumo_ev": -4.37,
  "total_charge": 1,
  "gap_ev": 11.2,
  "species": ["C", "N", "H", "H", "H", "H", "H", "H", "O", "H", "H", "O", "H", "H", "O"],
  "coordinates": [[1.14989, 0.17675, 0.94502], [0.18115, 0.51439, 1.68170], [2.17994, 0.36381, 1.22949], [1.00274, -0.15031, -0.07075], [-0.77185, 0.69417, 1.31598], [0.23566, 0.87685, 2.63446], [0.29237, 1.91496, -1.26296], [1.69353, 2.18089, -1.75406], [1.20452, 1.97396, -0.94895], [-1.00878, -2.91354, -0.26940], [-0.14175, -2.80594, -1.56983], [-0.43656, -2.31708, -0.77631], [-1.30985, -0.73074, -0.40211], [-2.56086, 0.11785, -0.61098], [-1.71016, 0.10396, -0.14130]],
  "forces_ev_per_a": [[0.70, 0.70, -0.59], [-1.22, 1.17, 0.93], [-0.07, -0.52, 0.55], [-0.39, -0.18, 0.06], [0.26, -1.14, -0.55], [0.90, -0.14, -0.23], [-0.04, 0.07, 0.13], [0.21, 0.08, 0.11], [-0.22, -0.08, -0.27], [0.29, -0.07, -0.30], [-0.32, 0.29, 0.60], [0.02, -0.26, -0.17], [0.25, -0.55, -0.35], [0.33, 0.19, 0.32], [-0.69, 0.45, -0.23]]
}

{
  "formula": "C4H8O3",
  "method": "ωB97M-V with the def2-TZVPD basis set",
  "e_homo_ev": -9.35,
  "e_above_lowest_kj_mol": 463.7,
  "e_lumo_ev": -0.48,
  "total_charge": 0,
  "gap_ev": 8.9,
  "species": ["C", "C", "O", "C", "O", "C", "O", "H", "H", "H", "H", "H", "H", "H", "H"],
  "coordinates": [[2.72350, -0.34696, -0.11282], [-0.08914, -1.04742, -0.55035], [-1.28262, -1.36649, -0.50408], [0.41797, 0.26379, -0.34894], [-1.58488, 1.56514, 0.75028], [-2.77306, 1.33295, 0.64772], [-3.30546, 0.23457, 0.16305], [2.42713, -0.78857, 0.83567], [3.45026, 0.45118, 0.04667], [3.10919, -1.11032, -0.79133], [0.64541, -1.79192, -0.91235], [-2.55892, -0.37926, -0.09749], [1.88274, 0.16889, -0.69688], [0.48606, 0.76817, 0.60681], [-3.54817, 2.04625, 0.96405]],
  "forces_ev_per_a": [[0.09, -0.14, 0.19], [-0.06, 0.06, -0.03], [0.19, 0.12, 0.03], [0.09, -0.23, 0.05], [-0.50, -0.12, -0.04], [0.22, 0.17, 0.08], [0.16, 0.03, 0.01], [0.04, 0.07, -0.15], [-0.14, -0.07, -0.04], [-0.09, 0.12, 0.07], [-0.06, 0.09, 0.04], [0.02, -0.06, -0.03], [-0.07, 0.05, -0.07], [0.03, -0.06, -0.11], [0.09, -0.03, -0.02]]
}

{
  "formula": "C9H14",
  "method": "ωB97M-V with the def2-TZVPD basis set",
  "e_homo_ev": -9.09,
  "e_above_lowest_kj_mol": 40.1,
  "e_lumo_ev": 1.06,
  "total_charge": 0,
  "gap_ev": 10.2,
  "smiles": "Cc1ccccc1.CC",
  "species": ["C", "C", "C", "C", "C", "C", "C", "H", "H", "H", "H", "H", "H", "H", "H", "C", "C", "H", "H", "H", "H", "H", "H"],
  "coordinates": [[-1.96631, -0.30769, 1.54298], [-0.61277, 0.22711, 1.18121], [0.47364, -0.61615, 1.01689], [1.72182, -0.15085, 0.63125], [1.90740, 1.18195, 0.32263], [0.79429, 2.02318, 0.38875], [-0.44006, 1.55772, 0.80068], [-2.33963, -0.98473, 0.76883], [-2.67715, 0.49755, 1.73179], [-1.95858, -0.93651, 2.44197], [0.44505, -1.66844, 1.26563], [2.53334, -0.85757, 0.55949], [2.84427, 1.62509, 0.02462], [0.85403, 3.07745, 0.14104], [-1.28063, 2.24042, 0.84235], [-1.25186, -1.26389, -2.27242], [0.19238, -1.67538, -2.45042], [-1.94869, -1.61617, -3.02531], [-1.64199, -1.69124, -1.33918], [-1.29112, -0.19191, -2.10820], [0.71871, -0.89810, -3.04903], [0.47588, -2.52904, -3.05365], [0.78893, -1.58464, -1.55018]],
  "forces_ev_per_a": [[-0.16, -0.42, 0.49], [-0.19, -0.05, -0.76], [0.61, -0.26, 0.55], [0.11, 0.10, -0.13], [-0.73, 0.70, -0.06], [0.08, 0.22, 0.05], [-0.10, -0.23, 0.28], [-0.09, 0.33, -0.13], [-0.04, -0.08, -0.20], [0.24, 0.22, 0.00], [-0.47, -0.11, 0.02], [0.18, -0.04, 0.00], [0.25, -0.29, -0.03], [0.28, -0.08, -0.08], [-0.01, -0.01, 0.03], [-0.17, -0.72, 1.21], [1.54, 1.72, -1.34], [0.15, 0.29, -0.44], [0.04, -0.04, -0.07], [-0.26, 0.17, -0.32], [-0.48, -0.04, 0.05], [-0.58, -0.78, 0.44], [-0.24, -0.62, 0.42]]
}